14
Properties=species:S:1:pos:R:3:forces:R:3:mulliken_charge:R:1 method="wB97M-V/def2-TZVPD" energy_ha=-233.24481 multiplicity=1 gap_ev=9.20 smiles="C=C1CC12CC2" de_lowest_kcal_mol=89.2 lumo_energy_ev=1.018
H 1.6999 -1.1045 0.7885 0.37 -0.04 -0.24 0.221
C -0.2566 -1.2159 -0.1082 -0.18 1.42 0.01 0.054
C 1.1766 -0.9798 -0.1540 0.68 -0.29 -0.17 -0.370
C -0.4960 1.5164 -0.0599 -0.07 0.04 -0.31 -0.354
C 0.5359 1.3413 1.0100 -0.18 -0.30 0.27 -0.681
H -1.5291 -2.7524 -1.0911 0.88 0.26 -0.01 0.286
H -1.9479 -0.9723 -1.1790 -0.91 -0.03 0.54 0.242
H -1.5092 1.3932 0.3340 0.12 -0.07 -0.46 0.236
H 0.3110 1.2919 2.0683 -0.41 0.12 -0.01 0.244
C 0.2380 0.2060 0.0443 -0.54 -0.51 0.26 0.253
H -0.4205 2.2947 -0.8131 0.28 -0.14 -0.03 0.257
H 1.7245 -1.2147 -1.0539 0.14 -0.16 -0.16 0.266
H 1.4602 1.9070 0.8105 -0.21 -0.76 0.00 0.206
C -1.2810 -1.7297 -0.7963 0.03 0.46 0.31 -0.860


18
Properties=species:S:1:pos:R:3:forces:R:3:mulliken_charge:R:1 method="wB97M-V/def2-TZVPD" energy_ha=-268.99428 multiplicity=1 gap_ev=8.50 de_lowest_kcal_mol=76.6 lumo_energy_ev=1.149
C 1.3340 -1.3886 0.3008 -2.20 0.36 1.39 -1.260
H -1.2535 2.1794 0.5122 0.29 -0.31 -0.11 0.188
N 1.3736 1.5436 -0.0976 0.63 -0.19 0.01 -0.470
H 1.3551 -1.9227 -0.6493 -0.19 0.17 -0.02 0.327
H -1.3458 -1.2518 -1.1392 0.07 0.06 0.02 0.272
H 1.1143 -2.0813 1.1134 0.30 -0.28 -0.12 0.407
C 0.4154 0.6493 -0.4983 -4.56 3.34 0.39 -0.130
H 1.5540 2.2685 -0.7782 -0.06 -0.09 0.09 0.246
C -1.3144 -1.1814 -0.0498 -0.11 0.29 0.00 -1.350
N -1.1945 1.6796 -0.3751 0.95 0.62 -1.29 -0.815
H -2.1266 1.3442 -0.6107 0.39 -0.24 0.01 0.199
C -0.1995 -0.2737 0.4136 4.94 -4.20 -0.22 0.269
H 0.4656 0.3555 -1.5416 -0.08 0.06 0.10 0.379
H 1.2285 1.9331 0.8238 -0.01 -0.08 -0.08 0.252
H -2.2758 -0.7886 0.2818 -0.02 -0.10 -0.02 0.400
H -0.2233 0.0183 1.4589 -0.07 0.20 -0.14 0.287
H -1.1875 -2.1952 0.3384 -0.03 0.15 0.07 0.401
H 2.2803 -0.8880 0.4970 -0.25 0.22 -0.08 0.399


16
Properties=species:S:1:pos:R:3:forces:R:3:mulliken_charge:R:1 method="wB97M-V/def2-TZVPD" energy_ha=-420.54206 multiplicity=2 gap_ev="5.28 / 10.02" de_lowest_kcal_mol=0.0 lumo_energy_ev="-9.458 / -9.092" charge=+2
C -1.0815 -3.2931 -0.4369 3.09 -1.98 -1.94 -0.026
H 2.3201 3.3986 0.5565 -0.29 -0.14 -0.01 0.327
O -1.5821 -0.4022 -1.1188 -0.16 -0.54 1.44 -0.599
C 1.5507 1.4549 0.7478 3.30 0.50 -0.60 0.326
H 1.9896 1.4013 1.7628 -1.06 -0.21 0.15 0.359
C -1.9675 -0.3078 0.1061 1.93 3.58 0.72 -0.138
H 0.5445 3.2713 0.4816 0.26 0.26 0.02 0.335
H -0.6823 -3.4327 0.5841 -0.37 0.74 -0.15 0.368
O 1.6344 0.4199 0.0636 -1.49 -0.38 -0.30 -0.533
H -2.0033 0.7865 0.6106 -0.25 -2.17 -1.50 0.286
C 1.4860 2.8055 0.1494 -0.99 -0.16 0.02 -0.887
H -1.9768 -3.8837 -0.6928 -0.19 0.95 -0.14 0.304
H 1.5053 2.7893 -0.9457 0.01 -0.05 0.26 0.313
H -2.0625 -1.0332 0.9285 -0.46 -0.91 -1.12 0.348
Y 0.5513 -0.9599 -1.4150 -1.16 0.16 0.81 1.734
O -0.2258 -3.0148 -1.3817 -2.18 0.34 2.34 -0.518


55
Properties=species:S:1:pos:R:3:forces:R:3:mulliken_charge:R:1 method="wB97M-V/def2-TZVPD" energy_ha=-1808.09535 multiplicity=1 gap_ev=8.72 smiles="Cc1ccc(CNC(=O)CN(C)S(=O)(=O)c2ccc3c(c2)n(C)c(=O)c(=O)n3C)cc1" de_lowest_kcal_mol=45.1 lumo_energy_ev=0.242
C 1.8776 1.0728 -0.6501 0.27 -0.17 0.02 -0.311
H -3.4650 1.6544 1.5325 0.14 0.09 -0.05 0.339
C 0.5031 0.9984 -0.6975 -0.47 0.38 -0.19 -0.576
C -4.0878 -2.2429 1.2391 0.04 0.08 0.00 -1.013
C -3.7326 -0.4400 -0.2913 -0.04 0.00 0.10 -0.077
C -5.7093 -3.1463 -2.0602 -0.07 0.04 0.02 -1.455
N -0.4205 3.4760 0.3392 -0.18 -0.64 -0.72 0.049
C -4.9475 -2.4028 -1.0062 0.06 0.03 -0.03 0.927
H -5.6791 -4.2183 -1.8799 -0.02 -0.07 -0.05 0.378
H -5.1734 -3.9191 0.4883 -0.04 -0.11 0.01 0.379
C 2.0425 -3.6807 0.4008 0.07 -0.34 0.08 -1.333
O -0.3903 1.1653 1.9756 0.09 0.15 0.18 -0.589
H -4.5399 -0.7058 -2.2444 -0.02 0.04 -0.13 0.421
C -3.5588 -0.9848 0.9750 -0.05 0.06 -0.01 0.808
C 0.8795 3.8312 0.8522 0.50 0.05 0.08 -0.983
H 1.4930 -4.0107 -0.4811 -0.04 0.02 0.02 0.370
H -3.3207 -0.4088 3.0227 0.12 -0.07 -0.10 0.578
C 4.0818 -2.4150 0.2220 0.03 -0.79 0.18 0.594
H -5.3035 -2.9408 -3.0480 -0.01 -0.04 -0.09 0.363
H 0.7868 4.7214 1.4756 -0.01 -0.01 -0.05 0.383
H 0.0557 -2.2686 -0.1002 -0.02 -0.12 0.01 0.580
H 1.5007 4.0685 -0.0085 0.18 0.13 0.11 0.356
C -4.7705 -2.9421 0.2623 0.04 0.03 -0.01 -0.653
C -1.4691 3.1995 1.2936 -0.28 -0.18 -0.05 -0.782
C 2.6333 -0.0654 -0.3739 -0.78 -0.05 0.01 0.037
H -1.2261 -0.2413 -0.5993 -0.13 -0.08 0.03 0.822
H -1.7922 -0.6779 2.1620 -0.16 0.07 0.06 0.282
C 4.7009 1.2433 -0.5574 0.32 0.11 -0.02 -1.289
H 4.4166 1.9851 0.1893 -0.04 0.02 -0.02 0.390
C 1.9707 -1.2896 -0.1503 -0.26 0.61 -0.14 0.569
N 2.7110 -2.4199 0.1450 0.15 -0.10 0.03 -0.089
H -2.4185 3.4355 0.8095 -0.03 0.01 0.24 0.421
N 4.0149 -0.0109 -0.3161 0.28 -0.10 0.02 -0.102
O 6.0009 -1.0441 0.0082 -0.29 -0.29 0.05 -0.633
H -3.3300 0.5323 -0.5390 0.04 0.05 0.02 0.322
C -2.8033 -0.2662 2.0656 0.14 -0.12 0.25 -0.944
O -1.8014 2.1544 -1.2451 -0.04 -0.21 0.30 -0.684
O 0.2848 3.2209 -2.0331 0.31 -0.05 0.18 -0.740
H -3.9598 -2.6778 2.2203 0.00 -0.05 0.13 0.431
C 4.7916 -1.1062 -0.0362 0.64 0.48 -0.08 0.592
H -1.3321 3.8493 2.1617 0.01 -0.06 -0.09 0.398
C -0.1537 -0.2019 -0.5173 -0.01 0.11 -0.09 -0.598
C -1.4378 1.7377 1.7327 -0.04 0.20 0.38 0.433
S -0.4254 2.4998 -1.0193 0.19 0.35 -0.33 1.263
H 5.7685 1.0417 -0.4774 -0.18 0.10 -0.03 0.386
O 4.7136 -3.4150 0.4851 0.06 0.42 -0.09 -0.630
H 2.3443 2.0193 -0.8532 0.20 0.07 -0.02 0.660
H -6.7536 -2.8321 -2.0549 -0.07 -0.04 -0.07 0.282
C 0.5786 -1.3388 -0.2439 0.18 0.07 -0.04 -0.686
N -2.6406 1.1461 1.8111 -0.50 -0.18 0.01 -0.202
C -4.4186 -1.1455 -1.2653 -0.04 -0.11 0.03 -0.937
H 1.3650 -3.5881 1.2495 -0.04 0.02 -0.03 0.407
H 4.4769 1.6167 -1.5567 -0.04 0.03 0.01 0.369
H 1.3296 3.0228 1.4372 0.01 0.07 0.00 0.324
H 2.8177 -4.4096 0.6345 -0.19 0.09 -0.04 0.393


195
Properties=species:S:1:pos:R:3:forces:R:3:mulliken_charge:R:1 method="wB97M-V/def2-TZVPD" energy_ha=-4542.90450 multiplicity=1 gap_ev=7.76 lumo_energy_ev=-4.249 charge=+2
H 12.7364 16.2510 21.5320 0.18 -0.41 0.43 0.338
H 25.1370 14.0710 8.9601 1.79 0.34 -0.39 0.505
H 25.6636 16.3138 16.2489 0.33 0.14 -0.08 0.046
C 23.6258 18.6907 17.5748 0.69 -2.44 0.37 -0.984
C 16.6645 17.6965 13.4843 0.00 -0.06 -1.75 -0.202
H 23.5109 14.2274 8.8593 -0.96 0.33 -0.48 0.323
H 19.9494 10.7284 11.5590 0.32 0.32 -0.57 0.279
O 19.9918 15.2430 12.3260 -0.05 0.05 0.02 -0.420
O 19.1434 14.0692 16.4428 1.64 -0.41 -1.34 -0.362
H 18.3713 13.3585 6.9273 0.25 -0.24 -0.77 0.447
C 22.8694 19.8679 17.1435 -0.62 1.37 -0.96 0.841
H 24.5461 15.1501 16.8678 -0.17 -0.38 -0.11 0.225
H 15.9131 12.2456 13.5989 -0.45 -0.05 0.38 0.603
N 22.8722 14.4080 11.4023 0.29 -0.53 2.35 0.728
C 18.2172 14.2509 17.3194 -0.69 1.58 -0.11 0.262
C 10.3251 15.0799 20.6887 0.91 0.54 1.12 -1.723
H 17.0085 13.5713 13.4325 0.01 0.97 -0.38 0.286
C 11.0767 16.4746 16.9160 -0.15 0.98 1.63 -1.602
H 15.4257 13.8621 21.3592 -0.09 -0.97 0.56 0.338
H 26.0009 20.9565 13.8869 0.25 -0.51 -0.22 0.426
H 19.3802 8.3650 16.0251 0.28 0.05 0.55 0.249
C 12.6193 14.7733 13.5489 0.15 -0.59 -1.12 -1.588
O 24.8584 14.5887 14.3418 -0.09 -0.30 -0.73 0.290
H 23.7175 9.5418 12.9642 -0.74 -0.31 -0.67 0.507
H 25.2613 16.6424 10.7916 -0.43 0.16 -0.81 0.490
H 24.9555 14.4770 11.5834 -1.01 0.44 -1.01 0.289
N 19.6804 15.0378 8.9133 -1.53 0.09 0.58 -0.511
H 27.8891 19.1094 13.1452 0.26 0.13 0.24 0.452
H 16.9797 20.9596 21.5373 0.59 0.09 -0.86 0.348
H 22.1864 11.9978 15.4846 0.36 -0.49 -0.34 0.206
O 15.8863 17.1510 12.6003 -0.33 0.55 1.97 -0.559
C 18.3726 19.8153 18.5342 0.73 0.34 0.94 -0.596
H 24.6548 21.1609 16.8694 0.46 -0.26 -0.11 0.410
H 17.3176 12.4522 14.6789 -0.23 -0.22 -0.04 0.088
H 16.7861 18.4194 20.0397 0.12 -0.55 0.44 0.110
N 16.3306 19.1631 19.5492 -0.64 -0.15 -1.18 -0.225
H 25.9345 13.2821 15.6383 -0.48 1.54 -0.82 0.326
Sr 15.7049 18.2848 16.9541 0.09 -0.21 0.27 1.754
H 18.4578 11.8254 9.2011 0.69 -0.18 0.42 0.571
H 22.7879 14.8937 12.3165 -0.14 0.10 -0.45 -0.625
N 13.3460 17.1750 17.7437 0.09 -1.25 -0.05 0.117
H 12.8855 17.6634 18.5074 -0.11 0.03 0.00 0.201
C 27.2849 14.7654 14.7439 0.29 -1.52 -0.05 -1.388
O 24.8727 17.7354 13.6015 -1.30 0.46 0.52 0.241
O 16.9752 16.3041 17.9408 -0.80 -0.16 0.23 -0.720
H 14.5788 20.4902 14.7799 0.25 -0.56 0.04 0.209
H 22.7840 9.4121 14.4473 0.12 -0.06 0.11 0.329
H 23.1447 17.7159 17.3247 -0.13 0.72 0.23 0.096
O 15.8402 13.6736 15.1898 -0.64 0.50 -0.03 -0.129
H 12.7802 14.4029 21.7418 -0.16 0.41 0.36 0.356
O 18.0238 17.1793 11.7174 0.81 0.60 0.92 -0.454
C 22.1766 10.5741 19.2523 -0.74 2.89 -0.08 -1.582
O 20.7110 15.7558 15.6589 1.44 -0.02 -0.86 -0.432
O 22.7745 11.7724 12.1389 0.16 0.17 -0.04 -0.501
C 16.5005 12.9689 14.1623 1.17 -0.75 0.24 -1.007
C 24.1573 14.7763 10.8177 1.79 0.45 0.66 0.721
O 21.6234 20.0328 17.8189 -0.53 -0.25 -1.00 -0.340
H 13.3762 16.1911 18.0552 0.47 0.56 0.32 -0.191
H 14.4757 13.7846 12.8350 -0.56 0.51 -0.31 0.015
N 19.9018 11.4368 19.7922 1.67 -0.22 -1.69 -0.678
H 23.2750 11.0873 11.6833 -0.04 0.08 -0.10 0.197
C 23.0173 17.9120 9.2835 1.44 0.15 0.01 -0.759
H 18.9714 7.3749 17.4644 0.56 -0.50 0.08 0.321
H 17.9984 14.1193 9.8536 0.48 -0.01 -0.03 -0.909
Hg 21.2153 14.7823 10.2805 0.30 -0.05 -0.21 2.297
H 27.4108 15.8206 14.5345 -0.32 0.17 -0.37 0.080
H 22.5536 19.7383 16.0999 0.14 0.06 0.01 0.001
C 27.0488 18.4662 12.9320 -1.04 0.18 -0.13 -1.533
H 23.2903 12.8208 14.2989 -0.30 -0.07 0.57 -0.091
C 19.9458 15.3770 13.5264 -0.81 -0.52 -0.27 0.083
C 23.6660 21.1552 17.2910 -0.95 0.78 0.49 -1.737
O 17.9241 19.4828 17.2464 -0.02 -0.30 -0.55 0.183
H 19.4981 20.2707 16.1417 0.30 0.81 0.03 0.522
C 20.8695 11.1836 18.6514 0.18 0.03 0.92 0.422
H 18.1479 8.7972 17.2075 -0.71 0.76 -0.13 0.329
O 16.3330 18.1350 14.5429 -0.63 0.45 1.99 -0.098
H 18.4284 21.6518 20.5894 -0.73 0.34 0.23 0.407
H 24.5832 20.3550 14.5590 -0.56 -0.21 -0.15 0.165
H 23.7019 21.3874 18.3609 0.43 -0.12 0.00 0.465
C 14.7738 14.5189 14.7651 -0.16 -0.50 -0.63 -0.068
O 13.5258 19.0820 15.8489 -0.05 -0.22 0.01 -0.062
H 19.7589 18.5881 16.6333 -0.68 0.69 0.04 0.159
O 15.3126 14.0270 9.8333 -0.05 -0.05 0.05 -0.595
C 17.7699 13.7595 7.7136 0.41 0.44 1.44 -1.663
H 24.8249 20.2999 12.7764 -0.37 -0.09 -0.40 0.311
C 17.7715 15.7124 17.2553 0.79 0.88 -0.27 0.749
C 25.8564 18.7314 13.9017 1.13 0.08 -0.40 0.847
H 15.2139 15.4273 22.1783 0.14 0.58 1.15 0.413
C 25.2715 20.1450 13.7420 0.81 0.09 0.91 -1.351
O 16.1284 17.4262 10.2812 -0.48 -0.93 -1.63 -0.670
C 13.5525 20.1813 14.9879 0.02 2.40 -0.42 -1.015
H 22.6111 11.2550 20.0230 -0.71 -0.67 -0.20 0.378
H 21.0548 12.1480 18.1989 0.38 0.45 -0.09 0.088
C 19.1304 8.3795 17.1069 -0.40 -0.38 -0.36 -0.800
H 13.1429 21.1139 15.4339 -0.23 -0.67 0.15 0.317
O 19.9858 12.5823 10.5266 -0.44 -0.59 -0.82 -0.006
H 13.0668 20.0960 14.0098 -0.11 -0.73 0.24 0.365
C 15.3050 14.9143 21.2623 -1.20 0.25 -2.57 -0.774
O 14.1300 15.1755 20.4193 0.48 0.27 -0.09 -0.153
C 19.0015 19.3397 16.2937 0.30 -1.53 -0.17 -0.513
H 24.5868 18.6086 17.0408 -0.09 0.35 0.41 0.193
H 21.0899 10.3227 16.6615 -0.09 -0.28 0.33 -0.133
H 11.8115 14.4447 14.2054 0.18 0.45 0.36 0.554
O 18.8884 15.1642 14.2671 1.25 0.11 0.37 0.569
O 18.5068 16.3153 16.3488 -0.29 -0.42 0.15 -0.023
H 23.7568 18.7192 9.4505 -0.09 -0.48 0.04 0.305
H 10.0876 16.0035 21.2817 0.57 -0.72 -0.44 0.358
H 23.1204 22.0135 16.8766 0.02 -0.32 -0.16 0.345
O 22.2714 15.9752 13.9945 -1.96 -0.20 0.63 -0.737
H 20.0697 12.2774 8.4664 -0.71 0.05 0.66 0.178
H 17.2480 14.6557 7.4005 0.40 0.58 0.00 0.414
C 12.4457 17.1169 16.5704 -1.11 -0.20 0.99 2.035
H 11.4232 13.1723 19.4019 -0.69 0.61 -0.02 0.284
C 17.2499 20.2941 19.4039 -1.76 0.11 -0.38 0.023
C 23.2612 10.1147 13.7671 1.38 -1.32 0.79 -1.505
C 19.4708 11.7193 11.5015 0.21 -0.98 1.82 -0.667
C 15.7044 15.0910 10.1898 0.60 1.17 -0.43 0.718
C 12.8660 15.2617 21.0610 -0.28 -0.14 -0.13 -0.904
H 11.6529 18.4624 15.2062 -0.38 0.47 -0.49 0.463
C 20.3407 10.3257 17.4850 -0.08 1.61 0.14 0.585
H 24.6811 15.5463 14.2890 0.19 -0.31 0.04 -0.302
H 24.0246 18.0603 13.9940 0.87 -0.58 -0.46 -0.079
H 24.2054 10.4633 14.2146 -0.58 0.44 0.42 0.351
H 18.5013 20.0778 21.1317 -0.61 -0.20 0.09 0.357
H 19.2111 15.9270 9.1418 -0.06 -0.48 0.16 0.291
H 26.1715 18.5852 14.9576 0.05 0.13 -0.49 0.059
C 17.7536 20.7982 20.7503 1.10 0.03 0.06 -1.423
O 16.4680 15.3462 11.2568 0.10 -1.52 0.01 0.089
H 15.1379 15.4227 14.2849 0.34 0.47 0.21 -0.259
C 22.3313 12.2895 14.4378 1.61 0.10 0.23 -0.333
B 19.3665 15.2784 15.7378 -1.08 1.08 -1.42 0.510
C 11.7319 15.1234 20.0173 -0.18 0.84 1.59 1.421
H 11.6880 16.0708 19.4507 0.34 -0.39 -0.11 -0.689
C 25.8845 14.3842 15.3011 0.90 -0.12 0.60 0.586
O 23.5742 16.6034 9.4395 -0.28 0.45 -1.53 -0.383
H 18.6174 18.9623 15.3345 -0.18 0.39 0.74 -0.367
H 23.7847 18.6833 18.6670 0.23 0.10 -0.38 0.469
H 14.1450 14.7400 15.6178 0.22 0.13 0.66 0.244
H 22.2265 18.0607 9.9955 -0.70 0.10 0.28 0.308
B 16.6544 16.7477 11.4415 -0.02 0.65 -0.74 1.283
C 19.3172 12.5134 9.2704 0.23 1.28 -0.90 -1.428
C 25.5603 15.2577 16.4908 0.19 -0.33 0.63 -1.165
H 22.9355 13.3997 11.7266 -0.42 0.47 -0.62 0.072
H 28.1303 14.5085 15.3939 -0.48 0.08 0.60 0.460
H 9.5436 15.0323 19.9663 -0.48 -0.24 -0.82 0.455
O 18.9870 18.3782 13.3853 2.59 1.22 1.02 -0.662
H 10.5596 17.1449 17.6564 0.37 -0.19 -0.63 0.405
H 12.2397 14.6077 12.5395 -0.11 0.17 -0.05 0.447
H 26.7326 18.6996 11.9056 -0.08 0.09 0.19 0.328
H 10.2210 14.2261 21.3691 0.09 0.08 -0.15 0.418
O 17.7953 13.4661 18.0550 -1.41 -2.45 2.44 -0.550
H 21.2854 10.9273 13.1962 0.61 -0.71 0.37 -0.043
H 18.8940 18.9497 19.0301 -0.21 0.69 -0.54 0.296
H 19.4783 10.9127 17.0645 0.10 -0.83 0.31 -0.006
N 11.9806 13.9977 19.1859 -0.32 -1.94 -1.10 -0.422
H 16.1376 15.2303 20.6331 0.07 0.33 0.35 0.022
H 11.2363 15.5860 17.5344 -0.04 -0.35 -0.74 0.438
H 22.7104 18.0068 8.2468 -0.32 -0.14 0.05 0.261
H 21.9528 9.6167 19.6183 0.05 -1.35 0.61 0.391
H 16.6764 21.0605 18.7839 0.76 -0.50 1.01 0.197
C 15.6133 16.4859 9.4235 0.63 -0.30 2.71 0.131
H 26.2413 14.9653 17.2856 0.10 0.41 0.30 0.542
H 19.9719 15.2004 7.9692 0.39 -0.35 -0.79 0.389
H 22.9316 10.5744 18.5025 0.60 -0.55 -0.85 0.368
H 15.4733 19.3955 20.0146 -0.20 0.18 0.53 0.244
O 20.0351 9.0497 17.9408 0.00 -0.25 -0.34 -0.407
H 12.5225 12.3794 14.2272 0.63 0.01 -0.21 0.341
C 18.0842 17.8298 12.9058 -2.70 -2.42 -2.67 0.376
H 19.0300 11.7884 19.4167 -0.23 -0.32 0.07 0.227
H 19.8212 10.5083 20.1574 -0.90 -0.38 0.64 0.343
O 15.2193 16.6343 8.3368 -0.55 0.47 -1.72 -0.516
H 13.9142 12.3599 15.0285 0.50 -0.42 1.07 0.209
H 18.4180 11.4715 11.4026 -0.34 0.58 -0.21 0.441
C 24.2810 13.9733 9.5495 -0.83 -1.74 0.83 -1.421
H 16.9300 13.1131 7.9225 0.01 -0.57 0.18 0.467
C 24.2133 16.3143 10.6271 -0.07 -0.50 1.77 -0.731
H 24.1444 12.8810 9.7831 0.25 0.93 -0.17 0.200
C 22.3371 11.1980 13.3991 -1.14 0.76 -0.49 1.134
N 13.5378 12.5128 14.1264 -1.56 0.25 -0.63 -0.685
H 21.5675 12.9915 14.2931 -1.34 1.15 -0.63 -0.563
C 13.8444 13.8961 13.7288 0.96 -0.96 0.34 0.811
C 12.2357 18.5122 16.1081 0.22 0.12 0.22 -1.121
H 23.6340 16.8039 11.4367 0.38 -0.30 0.12 0.297
H 19.6558 12.1631 12.4943 -0.28 0.09 -0.43 -0.162
H 12.8882 15.8272 13.6200 -0.26 0.10 0.20 0.197
H 11.7037 19.0455 16.9233 0.23 0.18 -0.61 0.434
H 12.8922 13.5627 19.2553 0.59 0.95 0.09 0.190
H 21.7480 20.0047 18.7524 0.41 -0.01 1.15 0.279
H 27.5378 14.1014 13.8968 -0.44 0.71 -0.20 0.378
H 27.3790 17.4260 12.8903 -0.10 0.06 0.43 0.306
C 21.1369 15.7556 14.3960 1.65 0.34 0.45 -0.757
H 10.3347 16.3320 16.1289 0.53 -0.18 -0.27 0.467
H 18.9959 20.7025 18.5101 0.92 -0.19 -0.42 0.362
C 18.6578 13.8831 9.0092 -0.97 0.09 -1.25 1.938
H 12.9527 16.5186 15.8413 0.27 -0.21 -0.66 -1.314